No. 1
The molecule C3H6N4O in a non-equilibrium geometry, computed with ωB97M-V/def2-TZVPD.

XYZ file:
```
14
Properties=species:S:1:pos:R:3:forces:R:3:mulliken_charge:R:1
C 2.919469 -0.820881 0.148519 3.236 1.394 0.404 -0.68
C -0.518582 0.034774 -0.246307 0.299 -0.160 0.694 0.28
C -0.422848 1.442096 -0.105767 -0.903 -1.550 0.136 0.38
H 2.913617 -1.609666 1.046188 0.244 1.578 -2.353 0.24
H 3.291388 -1.163382 -0.926757 -0.640 0.091 2.473 0.26
H 3.618541 0.181782 0.442610 -0.967 -3.387 -0.548 0.26
H 1.758891 0.897982 -0.019865 0.190 0.902 0.041 0.23
H -1.457784 -1.504064 -1.204704 -1.177 3.191 2.773 0.33
H -2.398757 -1.744171 1.180325 -0.264 3.160 -2.930 0.34
N 1.728883 -0.087357 0.084000 -3.109 -0.601 -0.537 0.05
N 0.533972 -0.667090 -0.188967 2.302 -0.714 0.844 -0.52
N -1.713728 -0.578461 -0.519941 -1.187 -4.289 -3.503 -0.37
N -0.286242 2.528511 0.175024 0.475 2.577 0.341 -0.38
O -2.679291 -0.920454 0.481590 1.501 -2.193 2.164 -0.42
```
Forces are in eV/Å.

Output
HOMO = -8.96 eV
SMILES = CN/N=C(\C#N)NO



No. 2
The molecule C3H6N4O in a non-equilibrium geometry, computed with ωB97M-V/def2-TZVPD.

XYZ file:
```
14
Properties=species:S:1:pos:R:3:forces:R:3:mulliken_charge:R:1
C -0.008547 -0.458581 -0.072192 0.940 -0.659 -2.507 0.30
C 1.226197 -1.364439 -0.472035 -0.669 0.309 0.439 0.34
C 0.054900 0.585860 1.121706 0.623 -1.503 -0.933 -0.98
N 2.641269 -2.934241 -0.398094 1.611 -0.057 -0.352 -0.28
N 2.500761 -2.704337 -1.627294 -1.284 -0.419 -2.174 -0.40
N 1.945209 -2.107683 0.351354 -1.687 1.413 0.554 -0.25
N 1.522371 -1.732285 -1.767013 2.058 -0.283 5.543 0.11
O -0.420605 0.125479 -1.389133 2.138 0.885 0.603 -0.60
H -0.755971 -1.256591 -0.083989 -0.353 0.388 1.315 0.28
H 0.683574 0.172055 1.970319 -1.150 0.204 -0.847 0.33
H -1.029145 0.780316 1.395312 1.670 0.269 -0.158 0.27
H 0.679150 1.438164 0.741524 -1.151 -0.377 0.351 0.29
H 0.407495 0.549566 -1.778392 -1.688 -0.440 0.791 0.34
H 0.941925 -1.529995 -2.500473 -1.057 0.270 -2.627 0.27
```
Forces are in eV/Å.

Output
HOMO = -10.61 eV
SMILES = C[C@@H](O)c1nnn[nH]1



No. 3
A structure of composition C3H6N4O in a non-equilibrium geometry, computed with ωB97M-V/def2-TZVPD.

XYZ file:
```
14
Properties=species:S:1:pos:R:3:forces:R:3:mulliken_charge:R:1
C 0.079084 0.683558 1.976124 1.530 -1.954 -1.260 -0.59
C 0.025452 0.560415 -0.417614 -0.283 -3.035 0.410 -0.07
C -0.028863 -0.601414 -1.251120 1.292 0.689 1.703 0.44
H -0.014727 -0.721271 1.892716 0.364 4.366 1.355 0.18
H -0.435293 1.321383 2.815095 1.365 -1.901 -1.166 0.32
H 1.389750 0.867748 1.802500 -4.131 -0.177 0.850 0.22
H -1.043438 1.787734 0.324299 -0.226 1.124 2.250 0.33
H -1.932292 -1.398702 -0.982872 4.119 -1.257 -1.534 0.29
H -0.708449 -2.840244 -1.481802 0.040 5.250 0.299 0.30
N -0.682710 0.940537 0.744602 -0.253 -0.525 -2.162 -0.28
N 1.252537 1.103195 -0.603487 -1.350 1.408 0.546 -0.09
N 1.869595 0.554974 -1.476842 2.377 -1.335 -1.906 -0.31
N -0.877600 -1.656880 -1.427301 -4.753 -2.428 1.365 -0.57
O 1.106953 -0.601032 -1.914299 -0.090 -0.225 -0.750 -0.17
```
Forces are in eV/Å.

Output
HOMO = -8.53 eV



No. 4
The molecule C3H6N4O in a non-equilibrium geometry, computed with ωB97M-V/def2-TZVPD.

XYZ file:
```
14
Properties=species:S:1:pos:R:3:forces:R:3:mulliken_charge:R:1
C 1.104170 0.382274 1.705050 1.707 0.422 0.636 -0.61
C 0.194304 0.063622 0.849217 -3.145 1.007 -0.721 0.48
C 2.552588 -1.000991 0.747718 0.967 4.396 -0.593 0.62
N 2.540842 0.273925 1.492856 0.327 0.717 -3.058 -0.55
N -0.910887 0.395172 0.384733 0.617 -0.421 -1.607 -0.20
N 2.591406 -2.039628 1.532785 -0.023 -2.009 0.106 -0.41
N -1.905763 -0.410120 -0.157191 2.305 0.697 -1.070 -0.38
O 2.479276 -0.952689 -0.472177 0.078 -1.063 0.671 -0.60
H 0.674608 0.744725 2.603017 0.304 0.208 1.195 0.34
H 2.835399 0.962363 0.642420 -0.999 -1.641 2.738 0.35
H 2.716438 -2.045462 2.545277 -0.361 0.125 -0.910 0.26
H 2.190654 -2.754368 0.959015 0.164 -1.526 0.847 0.24
H -2.347181 0.065476 -0.921533 -0.509 0.156 0.401 0.23
H -2.435127 -0.893269 0.487375 -1.434 -1.069 1.364 0.22
```
Forces are in eV/Å.

Output
HOMO = -8.39 eV
SMILES = NN=C=CNC(N)=O



No. 5
A structure of composition C3H6N4O in a non-equilibrium geometry, computed with ωB97M-V/def2-TZVPD.

XYZ file:
```
14
Properties=species:S:1:pos:R:3:forces:R:3:mulliken_charge:R:1
C 2.651727 0.022888 0.030254 2.422 -1.381 -1.661 -0.62
C -1.540350 -1.230401 0.103411 -1.026 -0.056 0.201 0.13
C -0.923738 0.801517 -0.103736 2.459 2.484 1.666 0.50
H 2.893979 -0.942560 -0.476300 -0.855 0.632 -0.876 0.26
H 3.421037 -0.278982 0.818411 -1.444 1.731 0.051 0.29
H 3.018513 0.896582 -0.679194 -1.208 -1.533 1.844 0.26
H 0.459318 -1.786746 0.584242 -2.335 0.720 -3.844 0.35
H -2.154869 -2.178548 0.277185 0.997 1.568 -0.236 0.35
H 0.044251 2.476044 -0.443797 -0.737 -0.777 0.467 0.27
N 0.262933 -0.088529 -0.448434 0.651 2.913 -1.415 0.10
N -0.221409 -1.373422 -0.513662 0.888 -2.370 5.631 -0.55
N -1.970442 -0.021391 0.365363 1.235 -1.737 -1.455 -0.47
N -0.845907 2.102537 -0.049164 -0.170 -2.743 -0.816 -0.60
O 1.326964 -0.010522 0.532644 -0.878 0.549 0.443 -0.27
```
Forces are in eV/Å.

Output
HOMO = -9.22 eV



No. 6
The molecule C3H6N4O in a non-equilibrium geometry, computed with ωB97M-V/def2-TZVPD.

XYZ file:
```
14
Properties=species:S:1:pos:R:3:forces:R:3:mulliken_charge:R:1
C -1.322059 1.075390 -0.347673 -4.308 -1.353 0.708 -0.42
C 0.064672 0.894581 0.000970 3.183 1.268 0.074 1.02
C 2.704462 -0.218754 0.052440 0.724 -2.521 -1.438 -0.42
H -2.902011 -1.552413 0.444318 -0.447 0.059 0.497 0.25
H -1.394472 -0.889008 1.201985 -2.396 -1.505 -2.865 0.29
H -1.644938 2.008073 -0.738434 0.112 0.897 -0.144 0.44
H -0.302789 -0.993296 -0.585668 1.605 0.858 0.803 0.45
H 3.587421 -0.773520 -0.272518 0.618 0.729 1.031 0.27
H 2.564537 0.799261 0.221978 0.324 1.525 0.367 0.44
N -2.046260 -1.068279 0.259407 2.674 2.524 2.806 -0.55
N -2.350276 0.264425 -0.165258 2.156 0.175 -0.887 -0.36
N 0.466775 -0.347208 -0.233636 -0.743 -3.767 -0.505 0.06
N 1.736138 -1.007318 -0.175248 -2.076 1.563 -0.408 -0.79
O 0.838797 1.808069 0.337342 -1.428 -0.451 -0.039 -0.67
```
Forces are in eV/Å.

Output
HOMO = -9.65 eV
SMILES = C=NNC(=O)/C=N\N



No. 7
A structure of composition C3H6N4O in a non-equilibrium geometry, computed with ωB97M-V/def2-TZVPD.

XYZ file:
```
14
Properties=species:S:1:pos:R:3:forces:R:3:mulliken_charge:R:1
C 1.252677 -0.824565 -1.690220 2.163 0.175 1.587 -0.61
C 1.446673 -0.302059 -0.141615 -3.486 1.288 0.960 -0.34
C -0.892835 -0.006113 0.613346 1.864 -2.092 2.146 0.43
H 0.193504 -0.488370 -2.114063 2.460 -0.858 1.120 0.21
H 1.428193 -2.154910 -1.734657 -0.358 4.590 -0.226 0.25
H 2.119129 -0.031596 -2.036279 -1.895 -2.807 -0.673 0.25
H 2.343939 -0.614682 0.667373 -2.352 0.753 -2.946 0.28
H 1.271965 1.088972 -0.240403 1.113 -4.605 0.567 0.22
H -2.604476 -0.798945 1.815089 1.706 2.502 -1.545 0.31
N 0.068665 -0.912424 0.561998 -0.527 4.025 -1.087 -0.53
N -2.116035 0.005373 1.249765 -1.284 1.187 1.149 -0.19
N -2.394514 1.496946 1.653975 3.885 -1.021 -2.433 -0.23
N -1.398240 2.144708 1.028904 -8.339 0.885 5.563 0.08
O -0.718646 1.397667 0.366787 5.049 -4.022 -4.184 -0.11
```
Forces are in eV/Å.

Output
HOMO = -9.01 eV



No. 8
A structure of composition C3H6N4O in a non-equilibrium geometry, computed with ωB97M-V/def2-TZVPD.

XYZ file:
```
14
Properties=species:S:1:pos:R:3:forces:R:3:mulliken_charge:R:1
C -0.087363 -0.884819 0.123234 -1.615 4.540 -0.776 0.49
C 2.154260 -0.738984 -0.169410 -0.878 1.597 1.953 -0.14
C 1.722366 0.514270 0.289830 4.714 -1.889 -1.385 -0.30
H -3.354669 -1.053903 -0.039717 4.164 3.224 1.218 0.30
H -2.279484 -0.167305 1.496164 0.504 -0.904 -4.911 0.26
H 3.124274 -1.290652 -0.357240 -1.667 0.897 0.311 0.33
H 2.259088 1.542608 0.300309 -1.166 -2.268 0.164 0.31
H 0.088072 1.438323 -1.415110 -0.388 -1.058 3.175 0.27
H -1.373140 1.655800 -0.253375 5.096 -1.526 0.078 0.36
N -2.256962 -0.255816 0.188084 -4.736 -2.291 2.224 -0.60
N -1.239489 -1.067951 -0.424496 0.366 -1.111 2.745 -0.30
N 0.410305 0.397030 0.535754 -4.420 3.089 -1.681 0.11
N -0.128570 1.469110 -0.321130 -4.523 2.498 -1.152 -0.74
O 0.961317 -1.557713 0.047108 4.549 -4.799 -1.962 -0.34
```
Forces are in eV/Å.

Output
HOMO = -7.86 eV



The HOMO-LUMO gap results, record by record, are as follows: 9.15; 11.07; 8.90; 8.87; 9.37; 9.63; 9.63; 8.46 eV.
The energy relative to the best compared isomer or geometry (same formula, charge and spin) results, record by record, are as follows: 6.179; 3.089; 6.619; 4.267; 6.470; 4.111; 8.830; 9.045 eV.